Version P
DFT (ωB97M-V/def2-TZVPD) results for a gas-phase ion, C4H8N3O (charge +1).

Each line ends with the Mulliken charge.
Geometry (Å):
C 0.407 1.535 -0.389  -1.2678
C 0.568 0.449 0.626  0.3047
C -0.388 -0.831 0.107  0.2984
N -1.679 -1.032 0.270  -0.4041
N 0.469 -1.710 -0.353  -0.0624
N 1.765 -1.365 -0.271  -0.2708
C 1.958 -0.131 0.406  0.2793
O 3.012 0.405 0.497  -0.4744
H 1.303 2.148 -0.512  0.3630
H -0.498 2.295 -0.113  0.2884
H 0.171 1.159 -1.355  0.3941
H 0.411 0.772 1.620  0.4093
H -2.256 -0.174 0.472  0.2756
H -2.168 -1.914 0.281  0.2217
H 0.085 -2.681 -0.650  0.3110
H 2.463 -2.194 -0.189  0.3344

Gap between HOMO and LUMO   10.14 eV
Total charge   +1
SMILES   C[C@H]1C(=[NH2+])NNC1=O

Version Q
DFT (ωB97M-V/def2-TZVPD) results for 2 unconnected molecules or ions with the total composition C4H8N3O.

Each line ends with the Mulliken charge.
Geometry (Å):
C -1.971 1.977 -0.459  0.4504
C -0.822 -1.806 0.144  0.6261
C 0.720 -0.971 -1.341  -0.8317
C 1.359 -1.547 1.038  -0.7783
N -2.116 3.127 -0.255  -0.4160
N -1.766 0.765 -0.421  -0.5363
N 0.319 -1.485 0.009  0.1103
O -1.679 -2.504 0.255  -0.1455
H -3.056 3.567 0.026  0.3308
H 0.616 0.154 -1.346  0.2984
H 1.832 -1.183 -1.426  0.3291
H 0.095 -1.519 -2.051  0.3592
H 1.136 -2.237 1.846  0.3604
H 2.403 -1.561 0.665  0.2828
H 1.456 -0.548 1.546  0.3740
H -2.647 0.403 -0.217  0.1862

Gap between HOMO and LUMO   9.07 eV
Total charge   +1

Which of them is least stable? Easy: version Q.

Version P
DFT (ωB97M-V/def2-TZVPD) results for 3 unconnected molecules or ions with the total composition C6H14O2.

Each line ends with the Mulliken charge.
Geometry (Å):
C -0.544 -1.138 1.855  -0.6759
C 0.593 -1.794 1.674  -0.3375
C 1.336 -1.739 0.368  0.5355
C 1.529 -3.036 -0.367  -1.4711
C 2.074 -0.662 0.052  -0.1819
C 2.912 -0.415 -1.192  -1.1111
H -0.943 -0.500 1.088  0.2998
H -1.209 -1.197 2.715  0.2719
H 1.179 -2.494 2.288  0.3149
H 1.251 -2.861 -1.429  0.3913
H 0.752 -3.778 -0.088  0.3704
H 2.496 -3.524 -0.335  0.3160
H 2.228 0.119 0.782  0.3751
H 3.960 -0.182 -0.894  0.2897
H 2.426 0.473 -1.579  0.3005
H 2.726 -1.201 -1.892  0.3125
O -4.273 2.612 -1.249  -0.6393
H -3.399 3.014 -1.321  0.3107
H -4.177 2.406 -0.312  0.3153
O -3.453 5.035 -0.208  -0.6209
H -3.245 5.399 0.661  0.3112
H -4.214 5.461 -0.615  0.3229

Gap between HOMO and LUMO   9.40 eV
SMILES   C=C/C(C)=C/C.O.O

Version Q
DFT (ωB97M-V/def2-TZVPD) results for 3 unconnected molecules or ions with the total composition C6H14O2.

Each line ends with the Mulliken charge.
Geometry (Å):
C -1.223 1.370 1.030  -0.8467
C -0.532 0.260 1.373  -0.7601
C 0.728 -0.323 0.926  0.9421
C 1.265 -1.457 1.742  -1.4435
C 1.261 0.313 -0.147  0.4472
C 2.593 0.058 -0.791  -1.2927
H -1.029 1.982 0.145  0.3505
H -2.235 1.406 1.422  0.2949
H -0.925 0.084 2.395  0.2442
H 2.029 -1.073 2.430  0.3032
H 1.739 -2.249 1.156  0.3234
H 0.464 -1.857 2.354  0.3984
H 0.680 1.045 -0.701  0.1037
H 3.462 0.491 -0.285  0.2911
H 2.590 0.369 -1.827  0.3486
H 2.713 -1.029 -0.814  0.3234
O -1.660 -1.302 -0.893  -0.7385
H -1.177 -0.629 -0.357  0.3990
H -2.346 -1.574 -0.274  0.3125
O -1.817 1.344 -2.320  -0.6479
H -1.195 1.227 -3.040  0.3065
H -1.814 0.483 -1.876  0.3406

Gap between HOMO and LUMO   9.12 eV
SMILES   C=C/C(C)=C/C.O.O

Version R
DFT (ωB97M-V/def2-TZVPD) results for 3 unconnected molecules or ions with the total composition C6H14O2.

Each line ends with the Mulliken charge.
Geometry (Å):
C -0.392 1.445 -2.098  -0.6128
C 0.242 0.727 -1.169  -0.6364
C -0.400 -0.385 -0.447  -0.3054
C 0.148 -1.600 -0.328  0.8759
C 1.395 -1.973 -1.085  -1.2463
C -0.535 -2.578 0.595  -1.3511
H -1.451 1.314 -2.299  0.2557
H 0.049 2.184 -2.756  0.2766
H 1.295 0.926 -0.980  0.4187
H -1.295 -0.138 0.108  0.3600
H 2.242 -2.132 -0.414  0.2662
H 1.636 -1.306 -1.898  0.3890
H 1.186 -2.919 -1.614  0.3537
H -0.672 -2.164 1.600  0.3079
H -0.178 -3.581 0.850  0.3567
H -1.503 -2.781 0.125  0.3115
O -0.562 2.875 0.956  -0.7239
H -1.497 2.872 0.791  0.3289
H 0.012 2.664 0.216  0.3507
O 0.120 0.768 2.672  -0.6585
H 0.937 0.424 2.304  0.2879
H -0.160 1.550 2.150  0.3951

Gap between HOMO and LUMO   9.54 eV
SMILES   C=CC=C(C)C.O.O

Version S
DFT (ωB97M-V/def2-TZVPD) results for 3 unconnected molecules or ions with the total composition C6H14O2.

Each line ends with the Mulliken charge.
Geometry (Å):
C 0.443 0.848 0.139  -0.0917
C 0.399 -0.519 0.415  -0.2719
C -0.922 -0.144 2.065  -0.7297
C 2.063 0.209 -1.158  -0.7031
C -2.391 -0.067 1.731  -0.8960
C 1.522 -0.039 -2.540  -0.8561
O -0.489 1.441 -0.628  -0.5084
O -0.282 -1.317 -0.484  -0.4715
H -1.234 0.834 -0.777  0.3783
H -1.135 -1.578 -0.105  0.3124
H 0.969 1.522 0.801  0.4515
H 1.183 -0.979 1.000  0.3342
H -0.654 -1.028 2.651  0.3538
H -0.581 0.730 2.621  0.3695
H 2.612 1.148 -1.065  0.3564
H 2.695 -0.599 -0.792  0.3429
H -3.045 -0.061 2.615  0.3323
H -2.621 0.829 1.147  0.2193
H 2.315 -0.013 -3.302  0.3699
H 1.063 -1.027 -2.628  0.2272
H -2.717 -0.924 1.129  0.2617
H 0.806 0.734 -2.835  0.2189

Gap between HOMO and LUMO   7.39 eV

Which of them is least stable? Easy: version S.

Version P
DFT (ωB97M-V/def2-TZVPD) results for 2 unconnected molecules or ions with the total composition C6H14O2.

Each line ends with the Mulliken charge.
Geometry (Å):
C 1.181 -1.742 1.102  -0.9998
C 2.377 -0.757 1.217  -0.4331
C 1.905 0.707 1.316  -0.7121
C 0.592 1.095 0.682  -0.2314
C 0.382 1.027 -0.639  -0.3647
C -0.884 1.066 -1.401  -0.3600
O -1.937 0.377 -0.697  -0.4968
H 0.657 -1.513 0.154  0.2190
H 1.504 -2.776 1.139  0.3746
H 0.400 -1.624 1.859  0.2906
H 3.073 -0.864 0.363  0.2613
H 2.857 -1.111 2.124  0.3197
H 1.823 0.900 2.397  0.3136
H 2.636 1.326 0.791  0.2981
H -0.228 1.430 1.291  0.4679
H 1.234 0.655 -1.219  0.2451
H -1.303 2.085 -1.532  0.2428
H -0.883 0.632 -2.420  0.2863
H -1.625 0.077 0.154  0.2820
O -4.924 -0.088 -2.429  -0.6287
H -4.599 -0.995 -2.492  0.3150
H -4.238 0.092 -1.760  0.3105

Gap between HOMO and LUMO   10.41 eV
SMILES   CCC/C=C/CO.O

Version Q
DFT (ωB97M-V/def2-TZVPD) results for 3 unconnected molecules or ions with the total composition C6H14O2.

Each line ends with the Mulliken charge.
Geometry (Å):
C 1.877 1.178 0.387  -0.9972
C 1.762 0.465 -0.810  0.0798
C 1.012 -0.801 -0.969  -0.6477
C -0.223 -1.042 -0.067  0.7902
C 0.021 -1.173 1.280  -1.0444
C -1.435 -1.438 -0.753  -1.3278
H 1.377 0.740 1.332  0.1111
H 2.482 1.987 0.547  0.3887
H 2.111 1.055 -1.707  0.3076
H 1.729 -1.690 -0.770  0.2864
H 0.793 -0.814 -2.106  0.2950
H -0.772 -1.084 2.131  0.1794
H 1.026 -1.101 1.777  0.4380
H -1.913 -0.787 -1.422  0.4165
H -1.984 -1.861 0.080  0.3436
H -1.159 -2.268 -1.363  0.4212
O -0.874 1.281 1.742  -0.6299
H -0.136 1.683 1.239  0.3093
H -0.972 1.967 2.436  0.2824
O -1.938 1.281 -1.026  -0.7148
H -1.398 1.191 -0.193  0.4061
H -1.386 1.229 -1.763  0.3066

Gap between HOMO and LUMO   9.52 eV
SMILES   C=CCC(=C)C.O.O

Which of them is least stable? Easy: version Q.